{"formula": "C6H14Cl6N4O8", "method": "wB97M-V/def2-TZVPD", "symbols": ["C", "Cl", "Cl", "Cl", "H", "C", "Cl", "Cl", "Cl", "H", "C", "N", "O", "O", "H", "H", "H", "C", "N", "O", "O", "H", "H", "H", "C", "N", "O", "O", "H", "H", "H", "C", "N", "O", "O", "H", "H", "H"], "positions_angstrom": [[2.299, -1.518, -3.254], [3.755, -0.540, -3.141], [1.391, -1.799, -1.789], [2.621, -2.974, -4.182], [1.613, -0.969, -3.867], [0.570, 1.523, 4.293], [1.499, 0.509, 5.391], [-0.433, 2.640, 5.233], [-0.428, 0.705, 3.082], [1.330, 2.080, 3.776], [4.106, -1.143, 1.762], [3.549, 0.107, 1.181], [4.092, 0.575, 0.203], [2.643, 0.665, 1.778], [3.491, -2.018, 1.604], [4.292, -0.923, 2.805], [5.056, -1.309, 1.278], [0.449, 2.237, -1.094], [0.213, 3.456, -1.940], [-0.593, 3.310, -2.839], [0.847, 4.490, -1.736], [0.217, 1.362, -1.688], [-0.234, 2.279, -0.248], [1.477, 2.252, -0.754], [-0.349, -1.714, 0.905], [-1.540, -1.069, 0.278], [-2.576, -1.008, 0.905], [-1.419, -0.645, -0.847], [0.427, -0.956, 0.889], [-0.078, -2.559, 0.282], [-0.596, -1.994, 1.919], [-4.853, -0.907, -1.086], [-6.021, -0.499, -1.932], [-6.693, 0.436, -1.523], [-6.244, -1.140, -2.950], [-4.635, -0.043, -0.485], [-4.024, -1.165, -1.727], [-5.222, -1.732, -0.485]], "atomic_forces_ev_per_a": [[-0.21, 0.31, -1.16], [-0.05, -0.06, 0.57], [0.50, -0.12, 0.46], [0.09, -0.47, 0.22], [-0.15, 0.38, -0.23], [0.06, 0.51, 0.19], [-0.24, -0.55, -0.10], [0.06, -0.05, -0.14], [0.17, -0.14, 0.44], [-0.08, 0.31, -0.36], [0.83, 0.14, 0.01], [0.07, 0.77, -0.06], [-0.12, -0.40, 0.00], [-0.15, -0.50, -0.02], [-0.54, 0.19, 0.04], [-0.31, -0.18, 0.22], [0.16, -0.01, -0.22], [0.13, 0.35, 0.20], [0.38, 0.43, -0.55], [0.03, 0.18, 0.23], [-0.60, -1.26, 0.23], [0.00, 0.06, -0.13], [0.01, 0.15, 0.00], [0.09, 0.04, 0.06], [-0.12, 0.27, -0.01], [-0.42, -0.14, 0.06], [0.08, -0.16, 0.48], [0.36, 0.13, -0.41], [0.17, -0.05, 0.01], [-0.05, -0.08, 0.03], [-0.09, -0.09, 0.01], [-0.61, 0.43, -0.23], [-0.28, -0.02, -0.38], [0.27, -0.51, -0.32], [0.14, 0.42, 0.64], [0.18, 0.05, 0.31], [0.03, -0.22, -0.11], [0.22, -0.12, 0.05]], "total_energy_ev": -103912.2455, "charge": 0, "smiles": "C[N+](=O)[O-].C[N+](=O)[O-].C[N+](=O)[O-].C[N+](=O)[O-].ClC(Cl)Cl.ClC(Cl)Cl", "gap_ev": 10.270, "e_above_lowest_kcal_mol": 2.3, "homo_energy_ev": -10.85, "fmax_ha_per_bohr": 0.027}

{"formula": "C6H14ClEuIO3P", "method": "wB97M-V/def2-TZVPD", "symbols": ["C", "C", "H", "H", "H", "O", "I", "Eu", "P", "C", "C", "H", "H", "H", "C", "H", "H", "H", "H", "H", "H", "C", "O", "Cl", "O", "H", "H"], "positions_angstrom": [[-2.473, -4.237, 1.237], [-1.533, -3.077, 1.377], [-2.118, -4.930, 0.463], [-3.473, -3.876, 0.974], [-2.543, -4.772, 2.193], [-0.442, -3.005, 0.776], [-2.196, -1.423, 2.691], [0.495, -0.833, 1.305], [0.521, 1.317, -0.851], [1.100, 1.705, -2.527], [-1.195, 0.748, -1.216], [-0.049, 3.007, 0.804], [-0.689, 3.398, -0.836], [1.052, 3.665, -0.429], [0.174, 3.023, -0.272], [-1.743, 0.505, -0.290], [-1.683, 1.587, -1.729], [0.314, 2.265, -3.055], [1.355, 0.800, -3.091], [-1.189, -0.140, -1.864], [2.016, 2.312, -2.480], [2.514, -0.632, -0.849], [3.589, -0.493, -1.240], [0.027, 1.291, 2.805], [2.616, 0.231, 2.017], [3.463, 0.578, 1.677], [2.090, 0.986, 2.411]], "atomic_forces_ev_per_a": [[0.25, 0.16, -0.12], [0.94, -0.96, -1.23], [0.08, 0.28, 0.21], [0.08, 0.04, 0.17], [-0.02, 0.20, -0.02], [-2.09, 0.75, 1.68], [0.21, -0.81, -0.51], [1.46, 2.11, -0.39], [-1.31, 1.21, 0.26], [0.72, -0.47, -0.39], [0.24, -0.32, 0.01], [-0.06, 0.15, -0.45], [0.28, 0.08, 0.13], [-0.28, -0.19, -0.03], [0.18, -0.14, 0.61], [-0.09, 0.22, -0.18], [-0.19, -0.40, 0.15], [0.25, -0.18, 0.21], [-0.19, 0.18, -0.02], [-0.06, 0.26, 0.07], [-0.30, -0.08, 0.05], [3.84, -0.78, -0.73], [-3.62, -0.10, 1.07], [-0.09, -0.88, -0.50], [-0.59, 0.37, -0.19], [-0.37, -0.27, 0.27], [0.78, -0.44, -0.11]], "total_energy_ev": -61817.3503, "charge": 2, "gap_ev": [5.701, 8.445], "spin_multiplicity": 7, "s2": 12.070, "e_above_lowest_kcal_mol": 0.0, "homo_energy_ev": [-16.21, -16.30], "fmax_ha_per_bohr": 0.077}

{"formula": "C6H14EuO3", "method": "wB97M-V/def2-TZVPD", "symbols": ["H", "C", "H", "H", "H", "C", "O", "C", "C", "O", "C", "C", "O", "H", "H", "H", "H", "H", "H", "H", "H", "H", "H", "Eu"], "positions_angstrom": [[2.512, 0.524, 0.280], [2.751, 1.518, 0.932], [2.229, 2.354, 1.417], [3.400, 2.044, 0.222], [3.235, 1.025, 1.786], [1.589, -1.263, -1.505], [0.368, -1.319, -1.821], [-0.582, -2.074, -1.000], [-1.863, -1.293, -0.853], [-1.645, 0.039, -0.432], [-2.025, 0.494, 0.884], [-0.921, 1.441, 1.346], [-0.328, 2.215, 0.344], [1.930, -1.798, -0.609], [2.247, -0.848, -2.276], [-0.107, -2.265, -0.030], [-0.764, -3.009, -1.541], [-2.490, -1.793, -0.102], [-2.353, -1.216, -1.832], [-2.120, -0.356, 1.574], [-3.012, 0.969, 0.801], [-0.114, 0.768, 1.694], [-1.295, 2.011, 2.215], [-0.641, 1.832, -1.491]], "atomic_forces_ev_per_a": [[-1.11, 2.17, 1.25], [1.27, -1.33, -0.91], [-1.46, -0.88, -0.64], [0.65, -0.36, 0.61], [0.66, 0.32, -0.49], [-0.54, -1.35, -0.63], [1.10, 0.84, -0.09], [-0.30, -0.69, 1.19], [-0.60, -0.63, -0.63], [1.17, 0.86, -0.72], [-0.93, 0.57, 0.65], [0.58, -1.87, 2.40], [-0.76, 0.65, -0.55], [0.18, 0.29, -0.08], [0.10, 0.28, 0.38], [0.02, -0.07, -0.22], [0.05, 0.11, 0.09], [-0.06, -0.13, -0.52], [-0.28, -0.35, 0.30], [0.13, 0.27, -0.11], [0.17, -0.08, -0.02], [-0.20, 0.50, 0.24], [0.27, 0.17, -0.52], [-0.08, 0.73, -1.00]], "total_energy_ev": -31884.6178, "charge": 3, "gap_ev": [6.106, 7.612], "spin_multiplicity": 7, "s2": 12.090, "homo_energy_ev": [-21.30, -21.31], "fmax_ha_per_bohr": 0.060}

{"formula": "C6H14FN2", "method": "wB97M-V/def2-TZVPD", "symbols": ["C", "C", "C", "C", "C", "C", "N", "N", "F", "H", "H", "H", "H", "H", "H", "H", "H", "H", "H", "H", "H", "H", "H"], "positions_angstrom": [[0.511, 0.019, -0.237], [1.977, 3.000, -1.584], [-0.227, -1.047, 2.621], [-2.605, -2.018, -0.107], [1.712, 1.516, -1.843], [-1.134, -0.991, 1.482], [0.550, 1.076, -1.012], [-1.493, -2.098, 0.838], [1.622, -0.788, -0.320], [2.706, 3.420, -2.257], [1.085, 3.556, -1.579], [2.471, 3.090, -0.634], [0.274, -2.058, 2.594], [-0.685, -1.170, 3.641], [0.516, -0.200, 2.737], [-2.108, -2.001, -1.156], [-3.153, -3.020, -0.090], [-3.165, -1.064, 0.095], [2.596, 1.104, -1.357], [1.606, 1.143, -2.921], [-1.791, -0.083, 1.234], [-0.933, -3.000, 0.990], [-0.330, 1.612, -1.134]], "atomic_forces_ev_per_a": [[-0.37, -0.27, -0.01], [0.53, -0.79, -0.39], [1.93, -0.99, 1.75], [0.93, -1.30, -2.04], [0.53, -0.22, -0.20], [-1.77, -0.25, -1.48], [0.49, -0.55, -0.54], [0.96, 0.72, 1.82], [-0.89, 1.45, -0.16], [-0.06, 0.06, -0.67], [-1.07, 1.05, -0.15], [-0.13, 0.05, 0.73], [0.20, 1.19, -0.27], [-0.50, 0.62, -1.10], [-0.93, -1.08, -0.51], [-1.06, 0.30, 1.48], [0.19, 1.79, 0.24], [0.19, -1.46, -0.34], [-0.21, -0.93, -0.59], [0.09, 0.79, 1.60], [1.26, -1.48, 0.65], [-1.27, 1.88, -0.36], [0.95, -0.56, 0.52]], "total_energy_ev": -12137.7687, "charge": 1, "gap_ev": 9.597, "e_above_lowest_kcal_mol": 54.5, "homo_energy_ev": -13.13, "fmax_ha_per_bohr": 0.054}